<P>
Formula: C5H9N2S
Source: OMol25
Level of theory: ωB97M-V with the def2-TZVPD basis set

```
17
Properties=species:S:1:pos:R:3:nbo_charge:R:1
C -0.85 -3.14 -0.78 0.24
C 1.35 -1.94 -1.17 -0.04
C 0.83 0.49 -1.22 0.13
C -0.56 0.37 -0.76 -0.57
C -0.69 1.35 2.16 -0.76
N 0.19 -2.59 -0.97 -0.25
N 1.61 -0.58 -1.30 -0.41
S -0.27 -0.13 1.16 0.19
H -1.66 -3.59 -1.23 0.25
H 2.28 -2.50 -1.31 0.24
H 1.44 1.46 -1.31 0.26
H -1.30 1.27 -0.83 0.29
H -1.11 -0.61 -0.92 0.26
H -1.55 1.88 1.73 0.23
H -1.05 1.02 3.17 0.26
H 0.11 2.07 2.36 0.23
H 2.55 -0.45 -1.58 0.44
```

- LUMO level (alpha / beta) (eV) = -4.850 / -4.851
- charge = +1
- frontier orbital gap (alpha / beta) (hartree) = 0.2707 / 0.2706
- highest occupied orbital energy (alpha / beta) (eV) = -12.217 / -12.215

<Q>
Formula: C5H9N2S
Source: OMol25
Level of theory: ωB97M-V with the def2-TZVPD basis set

```
17
Properties=species:S:1:pos:R:3:nbo_charge:R:1
C 1.03 -1.45 -0.16 -0.03
C 2.34 -1.19 0.04 -0.35
C 0.87 0.77 -0.08 0.20
C 0.03 1.99 -0.28 -0.70
C -1.18 -0.62 -0.25 -0.04
N 0.24 -0.38 -0.20 -0.32
N -1.95 0.01 0.80 -0.83
S 2.61 0.55 0.22 0.55
H 0.70 -2.42 -0.20 0.25
H 3.23 -1.74 0.20 0.27
H -0.88 1.84 0.32 0.29
H 0.41 2.96 0.21 0.27
H -0.12 1.95 -1.28 0.25
H -1.45 -0.23 -1.15 0.21
H -1.17 -1.64 -0.44 0.20
H -1.80 -0.64 1.55 0.38
H -2.90 0.24 0.70 0.41
```

- LUMO level (eV) = -4.100
- charge = +1
- frontier orbital gap (hartree) = 0.3728
- highest occupied orbital energy (eV) = -14.243

<R>
Formula: C5H9N2S
Source: OMol25
Level of theory: ωB97M-V with the def2-TZVPD basis set

```
17
Properties=species:S:1:pos:R:3:nbo_charge:R:1
C 2.08 1.47 0.64 0.32
C -2.24 -0.26 0.52 0.29
C -0.24 0.85 0.19 0.67
C 3.14 0.48 0.36 -0.69
C -2.07 -1.58 0.08 -0.76
N 0.84 1.34 0.51 -0.40
N -1.42 0.78 0.57 -0.44
S -0.60 0.75 -2.51 -0.24
H 2.42 2.44 0.92 0.22
H -3.20 0.06 0.97 0.22
H 3.90 0.78 1.15 0.27
H 2.75 -0.62 0.36 0.26
H 3.56 0.76 -0.57 0.28
H -2.99 -2.12 -0.21 0.29
H -1.66 -2.39 0.91 0.32
H -1.26 -1.61 -0.74 0.28
H -1.58 1.42 -2.91 0.11
```

- LUMO level (alpha / beta) (eV) = -6.725 / -6.725
- charge = +1
- frontier orbital gap (alpha / beta) (hartree) = 0.2233 / 0.2234
- highest occupied orbital energy (alpha / beta) (eV) = -12.801 / -12.803

Stability ranking, top and bottom: <Q> is the most stable and <R> is the least stable.

<P>
Formula: C6H9N2O2
Source: OMol25
Level of theory: ωB97M-V with the def2-TZVPD basis set

```
19
Properties=species:S:1:pos:R:3:nbo_charge:R:1
C 0.92 -3.39 -2.75 -0.75
C 0.00 -2.30 -2.11 0.79
O -1.22 -2.44 -2.34 -0.76
O 0.57 -1.46 -1.36 -0.79
H 1.21 -4.10 -1.98 0.20
H 1.85 -3.04 -3.18 0.19
H 0.25 -3.75 -3.54 0.21
C -0.01 2.99 2.85 -1.34
C -1.42 0.95 0.26 0.15
C 0.53 1.12 1.17 -0.20
C -0.35 1.96 1.81 0.01
N -0.18 0.50 0.14 -0.55
N -1.61 1.87 1.20 -0.53
H 0.13 -0.31 -0.51 0.47
H -2.29 0.59 -0.26 0.17
H 1.53 0.81 1.39 0.20
H -0.48 3.97 2.61 0.18
H 1.07 3.13 2.81 0.17
H -0.50 2.90 3.82 0.19
```

- LUMO level (alpha / beta) (eV) = 5.689 / 5.655
- charge = -2
- frontier orbital gap (alpha / beta) (hartree) = 0.0645 / 0.2662
- 2S+1 = 2
- highest occupied orbital energy (alpha / beta) (eV) = 3.933 / -1.589

<Q>
Formula: C6H9N2O2
Source: OMol25
Level of theory: ωB97M-V with the def2-TZVPD basis set

```
19
Properties=species:S:1:pos:R:3:nbo_charge:R:1
C 1.86 -1.08 -3.83 -0.74
C 1.31 -1.60 -2.45 0.78
O 2.01 -2.53 -1.98 -0.79
O 0.29 -1.09 -1.95 -0.79
H 2.91 -0.77 -3.66 0.20
H 1.35 -0.22 -4.18 0.19
H 1.79 -1.98 -4.43 0.20
C -2.08 1.82 3.08 -1.35
C 0.43 -0.36 1.75 0.15
C -1.16 0.79 0.83 -0.16
C -1.25 0.98 2.17 0.01
N -0.05 -0.02 0.53 -0.55
N -0.27 0.14 2.74 -0.53
H 0.16 -0.51 -0.35 0.47
H 1.28 -1.01 1.90 0.17
H -1.54 1.34 0.00 0.20
H -3.03 2.18 2.67 0.15
H -1.57 2.78 3.28 0.19
H -2.43 1.15 3.88 0.20
```

- LUMO level (alpha / beta) (eV) = 5.854 / 5.822
- charge = -2
- frontier orbital gap (alpha / beta) (hartree) = 0.0745 / 0.2882
- 2S+1 = 2
- highest occupied orbital energy (alpha / beta) (eV) = 3.826 / -2.021

Stability ranking, top and bottom: <P> is the most stable and <Q> is the least stable.

<P>
Formula: C5H20O7
Source: OMol25
Level of theory: ωB97M-V with the def2-TZVPD basis set

```
32
Properties=species:S:1:pos:R:3:nbo_charge:R:1
O 1.44 -2.23 -0.30 -0.60
C 1.15 -2.17 0.90 0.45
C 0.70 -0.77 1.43 -0.54
C 1.94 0.07 0.94 -0.41
C 1.65 0.63 -0.56 -0.44
C 0.39 1.70 -0.66 -0.06
O 0.79 2.90 -0.12 -0.76
H 1.36 -3.09 1.51 0.14
H -0.23 -0.44 0.81 0.25
H 0.33 -0.74 2.44 0.23
H 2.16 1.08 1.61 0.21
H 2.79 -0.59 0.91 0.21
H 2.63 1.09 -0.98 0.21
H 1.13 -0.18 -1.21 0.24
H 0.06 1.82 -1.71 0.22
H -0.44 1.37 0.07 0.13
H 1.05 3.54 -0.75 0.48
O 1.36 -2.31 -2.94 -0.95
H 0.54 -2.98 -2.79 0.46
H 1.84 -2.63 -2.13 0.49
O -3.20 -0.63 -0.86 -0.97
H -2.86 -0.33 -0.06 0.49
H -4.10 -0.44 -0.80 0.46
O -1.05 1.75 2.45 -0.97
H -0.98 2.54 3.01 0.50
H -0.38 1.82 1.71 0.51
O -0.83 0.02 -2.77 -0.99
H -0.18 -0.76 -2.66 0.49
H -1.60 -0.17 -2.21 0.49
O -2.41 -0.11 1.59 -0.99
H -2.12 0.76 1.86 0.50
H -2.93 -0.53 2.27 0.48
```

- LUMO level (eV) = 0.351
- frontier orbital gap (hartree) = 0.3571
- structure (SMILES) = O=CCCCCO.O.O.O.O.O
- highest occupied orbital energy (eV) = -9.365

<Q>
Formula: C5H20O7
Source: OMol25
Level of theory: ωB97M-V with the def2-TZVPD basis set

```
32
Properties=species:S:1:pos:R:3:nbo_charge:R:1
C 2.33 -1.42 0.95 -0.44
C 1.25 -0.84 0.42 -0.15
C 0.44 0.18 1.13 -0.45
C -0.97 -0.38 1.41 -0.55
C -1.77 0.56 2.22 0.47
O -1.83 1.76 1.97 -0.58
H 2.92 -2.14 0.47 0.20
H 2.67 -1.27 1.99 0.19
H 0.92 -1.07 -0.60 0.22
H 0.40 1.08 0.56 0.23
H 0.93 0.51 2.10 0.20
H -0.87 -1.40 1.88 0.27
H -1.52 -0.63 0.45 0.27
H -2.32 0.19 3.09 0.13
O 3.65 0.99 -0.15 -0.94
H 3.14 0.86 0.63 0.49
H 4.20 0.20 -0.22 0.49
O -1.35 2.52 -0.56 -0.96
H -1.53 2.36 0.32 0.49
H -1.03 3.44 -0.60 0.48
O -0.64 0.59 -2.24 -1.02
H 0.34 0.61 -2.24 0.50
H -0.91 1.28 -1.66 0.50
O -1.73 -3.06 0.64 -1.00
H -1.61 -3.99 0.34 0.47
H -1.73 -2.51 -0.19 0.50
O -1.75 -1.78 -1.73 -0.98
H -2.56 -1.67 -2.14 0.47
H -1.27 -0.98 -1.90 0.51
O 2.05 0.76 -2.28 -0.98
H 2.32 1.38 -2.88 0.47
H 2.61 0.85 -1.48 0.50
```

- LUMO level (eV) = 0.515
- frontier orbital gap (hartree) = 0.3797
- structure (SMILES) = C=CCCC=O.O.O.O.O.O.O
- highest occupied orbital energy (eV) = -9.816

Stability ranking, top and bottom: <Q> is the most stable and <P> is the least stable.

<P>
Formula: C2H5O2
Source: OMol25
Level of theory: ωB97M-V with the def2-TZVPD basis set

```
9
Properties=species:S:1:pos:R:3:nbo_charge:R:1
C -0.30 1.03 0.41 0.19
C 1.76 -0.20 -0.03 0.63
O 2.84 -0.23 -0.68 -0.60
O 0.90 0.75 0.09 -0.40
H -1.16 0.94 -0.33 0.26
H -0.36 1.73 1.20 0.23
H -1.01 -0.21 1.00 -0.10
H -1.31 -0.84 1.51 0.24
H 3.36 0.43 -1.20 0.55
```

- LUMO level (alpha / beta) (eV) = -6.880 / -6.878
- charge = +1
- frontier orbital gap (alpha / beta) (hartree) = 0.2851 / 0.2853
- highest occupied orbital energy (alpha / beta) (eV) = -14.639 / -14.642

<Q>
Formula: C2H5O2
Source: OMol25
Level of theory: ωB97M-V with the def2-TZVPD basis set

```
9
Properties=species:S:1:pos:R:3:nbo_charge:R:1
C 2.17 0.10 -0.03 0.40
C -2.30 0.02 0.07 0.35
O -1.14 -0.29 -0.14 -0.62
O 1.49 -0.96 -0.01 -0.47
H 3.20 -0.07 0.27 0.23
H 1.57 1.03 0.10 0.21
H -2.83 -0.35 0.96 0.16
H -2.73 0.48 -0.77 0.16
H 0.48 -0.73 0.13 0.57
```

- LUMO level (eV) = -6.775
- charge = +1
- frontier orbital gap (hartree) = 0.3140
- highest occupied orbital energy (eV) = -15.320

Stability ranking, top and bottom: <Q> is the most stable and <P> is the least stable.